# 1
DFT (ωB97M-V/def2-TZVPD) results for one molecule with the formula C2H5N5O at a distorted geometry.

relative energy (zero: lowest compared OMol25 entry of this formula, charge and spin): 339.74 kJ/mol
calculated total energy: -11649.024 eV
HOMO-LUMO gap: 0.34559 hartree
structure (SMILES): [H]/N=c1/n(C)nnn1O
LUMO level: 0.6062 eV
max |F|: 0.093 Eh/bohr
total charge: 0

XYZ file:
```
13
C2H5N5O | OMol25 | ωB97M-V/def2-TZVPD
O -2.9086 -0.0365 -0.0751
N 0.6222 -0.3595 -0.0414
N -1.1294 -1.5823 -0.1179
N 0.1364 -1.6172 -0.0104
N -0.1222 1.8501 -0.0555
N -1.5512 -0.2444 -0.2121
C 2.0720 -0.2303 -0.0421
C -0.4110 0.6533 -0.1275
H 2.4306 0.3832 -0.8091
H 2.4870 -1.1829 -0.2115
H -0.8889 2.4019 -0.0059
H -3.1714 -0.2468 0.8356
H 2.4347 0.2115 0.8729
```


# 2
DFT (ωB97M-V/def2-TZVPD) results for one molecule with the formula C6H5F2N3 at a distorted geometry.

relative energy (zero: lowest compared OMol25 entry of this formula, charge and spin): 0.00 kJ/mol
calculated total energy: -16206.113 eV
HOMO-LUMO gap: 0.37913 hartree
structure (SMILES): Cc1cnn(C(F)(F)C#N)c1
LUMO level: 0.6995 eV
max |F|: 0.099 Eh/bohr
total charge: 0

XYZ file:
```
16
C6H5F2N3 | OMol25 | ωB97M-V/def2-TZVPD
F 4.3113 1.4641 0.4066
F 4.5739 -0.5803 -0.1325
N 2.5425 0.1167 0.6994
N 4.7849 -0.4103 3.2042
N 1.9438 -0.5709 1.6919
C -1.0176 0.0316 -0.3937
C 0.3231 0.0209 0.2828
C 1.5695 0.4661 -0.1622
C 4.0065 0.1601 0.7977
C 0.6631 -0.5851 1.4731
C 4.4852 -0.0903 2.1434
H -1.6820 -0.6723 -0.1276
H 1.8617 0.9687 -1.1387
H 0.0183 -1.2092 2.1341
H -0.6564 -0.1973 -1.4413
H -1.5611 0.9824 -0.3322
```


# 3
DFT (ωB97M-V/def2-TZVPD) results for a 3-piece molecular cluster, C9H20BN4O7Si overall.

calculated total energy: -38503.165 eV
HOMO-LUMO gap: 0.28292 hartree
LUMO level: 2.7170 eV
max |F|: 0.015 Eh/bohr
total charge: -1

XYZ file:
```
42
C9H20BN4O7Si | OMol25 | ωB97M-V/def2-TZVPD
Si -0.4898 1.7329 0.7722
O -0.3219 -5.3290 -0.7039
O 2.8718 1.7352 2.5605
O 0.5591 0.6323 -2.5766
O -4.2755 -0.3088 -1.8235
O 0.7372 -4.7069 1.0583
O -0.0828 -0.8177 -0.9788
O -4.7393 -1.4675 -3.5730
N 2.2128 0.7175 0.4006
N 3.7160 2.7674 0.5304
N 0.4848 -4.6243 -0.1290
N -4.0040 -1.1460 -2.6563
C -1.0009 0.4563 2.0479
C 2.1416 -0.4697 1.0389
C -1.9446 1.9863 -0.3837
C 0.4511 0.2419 -1.4041
C 1.2148 -3.5948 -0.9117
C 0.9776 1.2147 -0.3116
C -0.2058 3.3890 1.6456
C 2.0693 -1.4973 1.6696
C -2.6921 -1.8443 -2.5631
B 2.9132 1.7414 1.1913
H 1.9427 -2.4638 2.0956
H -2.1564 -1.6511 -3.4870
H 0.7881 3.5330 2.0709
H -1.1405 -0.4920 1.5318
H 0.9800 -2.6185 -0.4889
H 1.3004 2.1005 -0.8641
H 2.1797 1.1581 2.9039
H -0.9129 3.4407 2.4771
H -0.4300 4.2145 0.9701
H -2.9113 -2.9033 -2.4581
H -1.6843 2.6789 -1.1842
H 0.8812 -3.6510 -1.9401
H 3.1783 3.5450 0.1724
H 4.4310 3.1226 1.1514
H -2.1877 1.0279 -0.8397
H -1.9326 0.7612 2.5272
H -2.8115 2.3524 0.1660
H -2.1282 -1.4645 -1.7155
H 2.2743 -3.8162 -0.8189
H -0.2529 0.3168 2.8303
```


# 4
DFT (ωB97M-V/def2-TZVPD) results for a 4-piece molecular cluster, C5H19N3O3 overall at a distorted geometry.

relative energy (zero: lowest compared OMol25 entry of this formula, charge and spin): 0.00 kJ/mol
calculated total energy: -16106.353 eV
HOMO-LUMO gap: 0.30824 hartree
structure (SMILES): C[C@H](N)C/C(N)=C/N.O.O.O
LUMO level: 0.5383 eV
max |F|: 0.026 Eh/bohr
total charge: 0

XYZ file:
```
30
C5H19N3O3 | OMol25 | ωB97M-V/def2-TZVPD
O -0.9650 2.4691 -2.0260
O -2.5014 0.5594 -0.7358
O -2.0409 -1.4913 1.2078
N 2.0073 1.0271 -1.0888
N 0.5016 -1.5720 1.8081
N 0.5778 2.7650 0.7470
C 0.9484 0.5769 -0.2616
C 0.4889 -0.8271 -0.5124
C 1.0288 -1.8675 0.4758
C 0.3015 1.3886 0.5718
C 0.5832 -3.2596 0.0716
H 0.8193 -3.4645 -0.9771
H 1.5415 3.0383 0.5949
H -1.0815 -1.4943 1.3472
H -0.7319 3.0010 -1.2491
H -0.1094 2.0738 -2.2514
H -2.2126 -0.7680 0.5746
H 0.2606 3.1266 1.6362
H 2.1301 -1.8339 0.4642
H 2.5911 0.2820 -1.4322
H -0.5936 -0.9021 -0.4921
H 0.7504 -2.2929 2.4746
H 0.8407 -0.6680 2.1234
H 0.7501 -1.1649 -1.5179
H 2.5654 1.7544 -0.6755
H -0.4914 -3.3419 0.1806
H -0.5696 1.0111 1.0883
H 1.0391 -4.0333 0.6965
H -3.2376 0.3797 -1.3289
H -1.9275 1.2274 -1.1608
```